<i>
DFT (ωB97M-V/def2-TZVPD) results for a single C3H2N2O3 molecule.

HOMO level (eV): -9.9
LUMO (eV): -1.55
SMILES string: O=C1N=NO/C1=C/O
Spin multiplicity: 1

Last columns: bonded neighbours and bond lengths (Å).
Geometry (Å):
1 C -1.386 -1.048 0.007  C2 1.375, H5 1.028, O8 1.373
2 C -0.111 -0.547 0.120  C1 1.375, C3 1.409, O9 1.355
3 C 0.165 0.826 -0.041  C2 1.409, N7 1.499, O10 1.259
4 H -2.124 0.860 -0.005  O8 1.061
5 H -1.719 -2.013 0.126  C1 1.028
6 N 2.105 -0.428 -0.061  N7 1.241, O9 1.444
7 N 1.658 0.727 -0.132  C3 1.499, N6 1.241
8 O -2.417 -0.152 -0.133  C1 1.373, H4 1.061
9 O 0.991 -1.334 0.085  C2 1.355, N6 1.444
10 O -0.387 1.944 0.137  C3 1.259

***

<ii>
DFT (ωB97M-V/def2-TZVPD) results for a single C3H2N2O3 molecule.

HOMO level (eV): -10.2
LUMO (eV): -0.66
SMILES string: O=c1cnnc(O)o1
Spin multiplicity: 1

Last columns: bonded neighbours and bond lengths (Å).
Geometry (Å):
1 C -1.176 -0.195 -0.086  N6 1.267, O8 1.301, O10 1.486
2 C 1.129 1.079 0.166  C3 1.448, H5 1.067, N7 1.348
3 C 1.335 -0.330 -0.091  C2 1.448, O9 1.189, O10 1.372
4 H -1.996 -1.898 -0.136  O8 1.097
5 H 2.058 1.598 0.247  C2 1.067
6 N -1.301 1.062 -0.180  C1 1.267, N7 1.393
7 N -0.069 1.681 0.021  C2 1.348, N6 1.393
8 O -2.224 -0.893 0.241  C1 1.301, H4 1.097
9 O 2.342 -0.946 0.054  C3 1.189
10 O 0.108 -0.939 -0.161  C1 1.486, C3 1.372

***

<ii> is preferred energetically. Next in line: 17.9 kcal/mol higher.

***

<i>
DFT (ωB97M-V/def2-TZVPD) results for a single C3H2N2O3 molecule.

HOMO level (eV): -10.7
LUMO (eV): -0.06
SMILES string: O=C1N=CON=CO1
Spin multiplicity: 1

Last columns: bonded neighbours and bond lengths (Å).
Geometry (Å):
1 C 0.321 0.760 -1.224  N7 1.454, O8 1.196, O9 1.465
2 C -0.218 -1.458 -0.288  H4 1.132, N6 1.271, O9 1.340
3 C -0.021 1.007 1.130  H5 1.015, N7 1.237, O10 1.315
4 H -0.653 -2.452 -0.613  C2 1.132
5 H -0.290 1.635 1.880  C3 1.015
6 N -0.051 -1.349 0.967  C2 1.271, O10 1.452
7 N -0.152 1.431 -0.024  C1 1.454, C3 1.237
8 O 0.893 1.195 -2.180  C1 1.196
9 O -0.131 -0.629 -1.337  C1 1.465, C2 1.340
10 O 0.302 -0.139 1.688  C3 1.315, N6 1.452

***

<ii>
DFT (ωB97M-V/def2-TZVPD) results for a single C3H2N2O3 molecule.

HOMO level (eV): -10.3
LUMO (eV): 0.14
SMILES string: O=COc1cnno1
Spin multiplicity: 1

Last columns: bonded neighbours and bond lengths (Å).
Geometry (Å):
1 C 1.947 -0.071 -0.015  H4 1.008, O8 1.267, O9 1.367
2 C -0.190 0.087 0.118  C3 1.375, O9 1.337, O10 1.356
3 C -1.316 0.760 -0.295  C2 1.375, H5 1.044, N6 1.262
4 H 2.797 0.463 0.077  C1 1.008
5 H -1.389 1.784 -0.482  C3 1.044
6 N -2.186 -0.151 -0.365  C3 1.262, N7 1.227
7 N -1.830 -1.185 0.192  N6 1.227, O10 1.445
8 O 1.722 -1.163 -0.617  C1 1.267
9 O 0.938 0.561 0.659  C1 1.367, C2 1.337
10 O -0.492 -1.085 0.728  C2 1.356, N7 1.445

***

<i> is preferred energetically. Next in line: 25.5 kcal/mol higher.

***

<i>
DFT (ωB97M-V/def2-TZVPD) results for a single C7H14N2O2 molecule.

HOMO level (eV): -7.2
LUMO (eV): 0.64
SMILES string: CN1CCN(CC(=O)O)CC1
Spin multiplicity: 1

Last columns: bonded neighbours and bond lengths (Å).
Geometry (Å):
1 C 2.031 1.592 -1.029  H8 1.127, H9 1.099, H10 1.067, N22 1.428
2 C 0.365 -0.111 -1.579  C3 1.735, H11 1.158, H12 1.051, N22 1.386
3 C 0.813 -1.470 -0.599  C2 1.735, H13 1.099, H14 1.064, N23 1.474
4 C -1.190 -1.478 0.948  C5 1.508, H15 1.117, H16 1.043, N23 1.511
5 C -2.399 -0.806 0.346  C4 1.508, O24 1.366, O25 1.238
6 C 0.541 0.187 1.269  C7 1.541, H18 1.151, H19 1.033, N23 1.451
7 C 0.107 1.325 0.324  C6 1.541, H20 1.179, H21 1.094, N22 1.433
8 H 2.144 2.670 -1.339  C1 1.127
9 H 2.736 1.599 -0.186  C1 1.099
10 H 2.598 1.074 -1.770  C1 1.067
11 H -0.730 -0.362 -1.302  C2 1.158
12 H 0.664 -0.363 -2.555  C2 1.051
13 H 0.442 -2.470 -0.864  C3 1.099
14 H 1.840 -1.447 -0.321  C3 1.064
15 H -1.421 -2.552 0.750  C4 1.117
16 H -1.279 -1.369 1.982  C4 1.043
17 H -3.690 0.529 1.093  O24 1.007
18 H 1.672 0.341 1.423  C6 1.151
19 H 0.133 0.248 2.216  C6 1.033
20 H 0.430 2.418 0.625  C7 1.179
21 H -0.987 1.337 0.321  C7 1.094
22 N 0.698 1.085 -0.960  C1 1.428, C2 1.386, C7 1.433
23 N 0.263 -1.130 0.726  C3 1.474, C4 1.511, C6 1.451
24 O -2.720 0.263 1.134  C5 1.366, H17 1.007
25 O -3.059 -1.110 -0.656  C5 1.238

***

<ii>
DFT (ωB97M-V/def2-TZVPD) results for a single C7H14N2O2 molecule.

HOMO level (eV): -8.1
LUMO (eV): -0.08
SMILES string: CC(C)=[N+]([O-])C(C)(C)CN=O
Spin multiplicity: 1

Last columns: bonded neighbours and bond lengths (Å).
Geometry (Å):
1 C 1.232 0.363 1.495  C2 1.558, N9 1.480, H12 1.173, H13 1.061
2 C -0.194 -0.145 1.129  C1 1.558, C4 1.509, C5 1.516, N8 1.534
3 C 0.338 -0.401 -1.406  C6 1.564, C7 1.530, N8 1.310
4 C -0.606 -1.195 2.132  C2 1.509, H14 1.182, H15 1.209, H16 1.096
5 C -1.248 0.944 1.102  C2 1.516, H17 1.138, H18 1.120, H19 1.196
6 C 0.203 -1.317 -2.666  C3 1.564, H20 1.121, H21 1.055, H22 1.053
7 C 0.654 1.046 -1.787  C3 1.530, H23 1.182, H24 1.107, H25 1.105
8 N -0.186 -0.781 -0.266  C2 1.534, C3 1.310, O10 1.294
9 N 2.246 -0.301 0.645  C1 1.480, O11 1.199
10 O -0.748 -1.946 -0.290  N8 1.294
11 O 2.604 -1.373 1.046  N9 1.199
12 H 1.404 1.513 1.342  C1 1.173
13 H 1.283 0.154 2.534  C1 1.061
14 H -1.592 -1.765 1.815  C4 1.182
15 H -0.779 -0.727 3.233  C4 1.209
16 H 0.023 -2.092 2.150  C4 1.096
17 H -2.317 0.558 1.163  C5 1.138
18 H -1.211 1.390 0.075  C5 1.120
19 H -1.051 1.657 2.042  C5 1.196
20 H 0.718 -0.899 -3.570  C6 1.121
21 H -0.814 -1.591 -2.726  C6 1.055
22 H 0.572 -2.243 -2.327  C6 1.053
23 H -0.001 1.367 -2.718  C7 1.182
24 H 1.681 1.161 -2.185  C7 1.107
25 H 0.518 1.749 -0.946  C7 1.105

***

<i> is preferred energetically. Next in line: 80.1 kcal/mol higher.

***

<i>
DFT (ωB97M-V/def2-TZVPD) results for 2 unconnected molecules or ions with the total composition C5H13NO.

HOMO level (eV): -8.4
LUMO (eV): 0.61
SMILES string: CN1CCCC1.O
Spin multiplicity: 1

Last columns: bonded neighbours and bond lengths (Å).
Geometry (Å):
1 C -1.210 0.117 0.990  N2 1.523, H7 1.045, H8 1.136, H9 1.148
2 N 0.159 0.781 1.029  C1 1.523, C3 1.483, C6 1.510
3 C 1.109 0.278 2.051  N2 1.483, C4 1.624, H10 1.121, H11 1.003
4 C 2.092 -0.795 1.331  C3 1.624, C5 1.544, H12 1.054, H13 1.128
5 C 1.820 -0.662 -0.184  C4 1.544, C6 1.639, H14 1.090, H15 1.144
6 C 0.757 0.575 -0.343  N2 1.510, C5 1.639, H16 1.131, H17 1.083
7 H -1.856 0.333 1.783  C1 1.045
8 H -1.728 0.390 0.017  C1 1.136
9 H -1.223 -1.029 1.039  C1 1.148
10 H 0.420 -0.079 2.860  C3 1.121
11 H 1.385 1.106 2.543  C3 1.003
12 H 3.037 -0.750 1.796  C4 1.054
13 H 1.719 -1.703 1.887  C4 1.128
14 H 2.726 -0.468 -0.759  C5 1.090
15 H 1.373 -1.694 -0.393  C5 1.144
16 H 0.016 0.230 -1.124  C6 1.131
17 H 1.393 1.448 -0.428  C6 1.083
18 H -4.601 0.961 -4.274  O20 0.974
19 H -3.232 0.487 -4.828  O20 0.938
20 O -4.156 0.474 -4.991  H18 0.974, H19 0.938

***

<ii>
DFT (ωB97M-V/def2-TZVPD) results for 3 unconnected molecules or ions with the total composition C5H13NO.

HOMO level (alpha / beta) (eV): -7.1 / -7.1
LUMO (alpha / beta) (eV): 0.58 / 0.58
Spin multiplicity: 1

Last columns: bonded neighbours and bond lengths (Å).
Geometry (Å):
1 C -0.223 -0.781 0.466  N6 1.295, O7 1.359, H9 1.085
2 C -0.529 -0.499 -1.838  C5 1.492, H10 1.083, H11 1.087
3 C 1.354 -0.746 2.434  H13 1.085, H14 1.082, H15 1.084
4 C 1.152 1.145 0.167  N6 1.456, H12 1.091, H16 1.091, H17 1.091
5 C -1.480 0.633 -2.041  C2 1.492, H18 1.102, H19 1.093, H20 1.093
6 N 0.947 -0.296 0.193  C1 1.295, C4 1.456
7 O -1.246 -0.060 0.995  C1 1.359, H8 0.965
8 H -1.966 -0.654 1.242  O7 0.965
9 H -0.336 -1.860 0.498  C1 1.085
10 H 0.434 -0.427 -2.330  C2 1.083
11 H -0.940 -1.504 -1.886  C2 1.087
12 H 1.328 1.448 -0.866  C4 1.091
13 H 0.961 -1.704 2.759  C3 1.085
14 H 2.423 -0.734 2.266  C3 1.082
15 H 0.937 0.120 2.934  C3 1.084
16 H 2.066 1.361 0.723  C4 1.091
17 H 0.338 1.735 0.591  C4 1.091
18 H -1.871 0.663 -3.071  C5 1.102
19 H -1.004 1.600 -1.858  C5 1.093
20 H -2.345 0.560 -1.377  C5 1.093

***

<iii>
DFT (ωB97M-V/def2-TZVPD) results for 2 unconnected molecules or ions with the total composition C5H13NO.

HOMO level (eV): -9.9
LUMO (eV): 0.86
SMILES string: CC(N)=O.CCC
Spin multiplicity: 1

Last columns: bonded neighbours and bond lengths (Å).
Geometry (Å):
1 C 1.177 -1.284 -1.754  C2 1.539, C3 1.516, H4 1.085, H5 1.093
2 C -0.292 -0.892 -1.511  C1 1.539, H6 1.102, H9 1.115, H10 1.090
3 C 1.435 -1.661 -3.200  C1 1.516, H7 1.091, H8 1.085, H11 1.111
4 H 1.829 -0.460 -1.481  C1 1.085
5 H 1.360 -2.122 -1.077  C1 1.093
6 H -0.415 0.161 -1.813  C2 1.102
7 H 2.256 -1.056 -3.587  C3 1.091
8 H 1.748 -2.682 -3.389  C3 1.085
9 H -0.301 -1.006 -0.402  C2 1.115
10 H -1.065 -1.503 -1.977  C2 1.090
11 H 0.584 -1.502 -3.898  C3 1.111
12 C -1.640 0.705 0.871  C13 1.496, H16 1.070, H17 1.132, H20 1.118
13 C -0.508 1.134 1.750  C12 1.496, O14 1.217, N15 1.386
14 O 0.612 1.436 1.384  C13 1.217
15 N -0.775 1.177 3.109  C13 1.386, H18 1.026, H19 1.019
16 H -1.200 0.114 0.096  C12 1.070
17 H -2.345 1.308 0.223  C12 1.132
18 H 0.080 1.006 3.650  N15 1.026
19 H -1.481 0.531 3.457  N15 1.019
20 H -2.416 0.151 1.455  C12 1.118

***

<iv>
DFT (ωB97M-V/def2-TZVPD) results for a single C5H13NO molecule.

HOMO level (eV): -8.3
LUMO (eV): 1.00
SMILES string: CCN(C)CCO
Spin multiplicity: 1

Last columns: bonded neighbours and bond lengths (Å).
Geometry (Å):
1 C 0.917 2.350 0.656  C2 1.557, H8 1.084, H9 1.095, H10 1.084
2 C 1.275 1.159 -0.280  C1 1.557, N3 1.459, H11 1.089, H12 1.104
3 N 0.070 0.367 -0.498  C2 1.459, C4 1.458, C5 1.452
4 C -0.668 0.806 -1.677  N3 1.458, H13 1.087, H14 1.088, H15 1.099
5 C 0.186 -1.063 -0.281  N3 1.452, C6 1.564, H16 1.105, H17 1.085
6 C -1.104 -1.561 0.451  C5 1.564, O7 1.423, H18 1.109, H19 1.085
7 O -0.785 -2.130 1.716  C6 1.423, H20 0.939
8 H 0.481 1.986 1.579  C1 1.084
9 H 0.182 2.955 0.113  C1 1.095
10 H 1.744 3.049 0.711  C1 1.084
11 H 2.194 0.675 0.049  C2 1.089
12 H 1.634 1.640 -1.207  C2 1.104
13 H -0.295 1.765 -2.027  C4 1.087
14 H -0.631 0.070 -2.477  C4 1.088
15 H -1.733 0.967 -1.464  C4 1.099
16 H 0.464 -1.720 -1.124  C5 1.105
17 H 0.978 -1.250 0.437  C5 1.085
18 H -1.632 -2.348 -0.124  C6 1.109
19 H -1.851 -0.795 0.628  C6 1.085
20 H -0.075 -2.740 1.640  O7 0.939

***

<iii> is preferred energetically. Next in line: 17.2 kcal/mol higher.

***

<i>
DFT (ωB97M-V/def2-TZVPD) results for a single C3H7NS molecule.

HOMO level (eV): -8.8
LUMO (eV): 0.74
SMILES string: N[C@H]1C[C@H]1S
Spin multiplicity: 1

Last columns: bonded neighbours and bond lengths (Å).
Geometry (Å):
1 C -0.004 -0.858 -0.684  C2 1.556, C3 1.539, H6 1.160, N11 1.451
2 C -0.520 -0.551 0.752  C1 1.556, C3 1.469, H7 1.145, H8 1.178
3 C -0.780 0.420 -0.320  C1 1.539, C2 1.469, H9 1.294, S12 1.827
4 H 1.507 0.051 -1.599  N11 0.981
5 H 1.778 -0.180 0.051  N11 1.070
6 H -0.478 -1.650 -1.388  C1 1.160
7 H -1.328 -0.858 1.503  C2 1.145
8 H 0.366 -0.230 1.456  C2 1.178
9 H -2.067 0.373 -0.195  C3 1.294
10 H -0.107 2.152 1.356  S12 1.477
11 N 1.411 -0.593 -0.866  C1 1.451, H4 0.981, H5 1.070
12 S 0.223 1.925 -0.066  C3 1.827, H10 1.477

***

<ii>
DFT (ωB97M-V/def2-TZVPD) results for a single C3H7NS molecule.

HOMO level (eV): -8.9
LUMO (eV): 0.60
SMILES string: CC/C=N\S
Spin multiplicity: 1

Last columns: bonded neighbours and bond lengths (Å).
Geometry (Å):
1 C 1.431 -0.585 -0.421  C2 1.604, H4 1.253, H5 1.197, H6 1.205
2 C 0.488 -0.071 0.771  C1 1.604, C3 1.523, H7 1.176, H8 1.249
3 C -0.287 1.081 0.146  C2 1.523, H9 1.060, N11 1.284
4 H 1.845 0.357 -1.136  C1 1.253
5 H 0.771 -1.197 -1.210  C1 1.197
6 H 2.517 -1.100 -0.340  C1 1.205
7 H 1.065 0.173 1.766  C2 1.176
8 H -0.354 -0.991 0.832  C2 1.249
9 H 0.210 1.949 -0.204  C3 1.060
10 H -3.829 -0.200 0.197  S12 1.478
11 N -1.462 1.059 -0.372  C3 1.284, S12 1.829
12 S -2.394 -0.476 -0.026  H10 1.478, N11 1.829

***

<iii>
DFT (ωB97M-V/def2-TZVPD) results for a single C3H7NS molecule.

HOMO level (eV): -8.6
LUMO (eV): 0.65
SMILES string: CC/C=N/S
Spin multiplicity: 1

Last columns: bonded neighbours and bond lengths (Å).
Geometry (Å):
1 C 0.627 -0.423 -0.588  C2 1.495, C3 1.446, H6 1.232, H7 1.033
2 C -0.155 0.831 -0.363  C1 1.495, N4 1.350, H8 1.181
3 C 0.629 -1.582 0.276  C1 1.446, H9 1.102, H10 1.211, H11 1.173
4 N -1.499 0.815 -0.488  C2 1.350, S5 1.638
5 S -2.634 1.966 -0.230  N4 1.638, H12 1.416
6 H 0.099 -0.906 -1.590  C1 1.232
7 H 1.632 -0.336 -0.810  C1 1.033
8 H 0.429 1.858 -0.354  C2 1.181
9 H 0.934 -2.483 -0.280  C3 1.102
10 H -0.488 -1.759 0.709  C3 1.211
11 H 1.015 -1.649 1.382  C3 1.173
12 H -3.612 0.961 -0.421  S5 1.416

***

<iii> is preferred energetically. Next in line: 8.6 kcal/mol higher.